The following is a quantum chemistry calculation of a cluster of 9 separate species, C33H70N2O11 in total in a non-equilibrium geometry, from OMol25.

Output
Strongest force on any atom: 16.7 eV/Å
Relative energy (zero: lowest compared OMol25 entry of this formula, charge and spin): 490.7 kJ/mol
Energy: -60833.551 eV
LUMO: 0.0005 hartree
Frontier orbital gap: 8.65 eV
HOMO: -8.6 eV

```
! RIJCOSX wB97M-V def2-TZVPD def2/J DEFGRID3
* xyz 0 1
C 3.7998 -2.4066 -1.3070
N 2.8378 -2.7376 -0.2300
C 3.3898 -3.8276 0.5620
C 2.7228 -1.5866 0.7340
C 1.4418 -3.0806 -0.6640
C 0.4098 -3.5766 0.4590
O -0.9302 -3.6806 -0.0510
H 3.5808 -1.4996 -1.8410
H 3.7978 -3.2216 -2.1180
H 4.8078 -2.3946 -0.8300
H 2.9798 -4.0616 1.5020
H 4.3538 -3.6266 1.0280
H 3.5548 -4.8446 -0.0610
H 3.5228 -1.2006 1.1480
H 1.9958 -1.6356 1.4980
H 2.4508 -0.5416 0.2830
H 1.4418 -3.8916 -1.4750
H 1.0908 -2.2156 -1.0530
H 0.2328 -2.7326 1.2040
H 0.6468 -4.4736 1.0680
H -1.1092 -2.9126 -0.1510
N -0.6992 -0.1516 -0.1510
O -0.2172 0.3404 -1.1600
O -1.6142 -0.9566 -0.2140
O 0.0008 -0.3486 0.9350
C -2.5362 0.0824 2.6620
C -3.5622 1.1024 3.1550
C -3.3772 0.9094 4.6720
O -3.0272 -0.4026 4.8960
C -2.0742 -0.6416 3.8820
H -1.7332 0.4884 2.1550
H -2.9642 -0.7586 2.1000
H -4.5422 0.8194 2.8430
H -3.5002 2.1414 2.9100
H -4.2632 1.1584 5.3500
H -2.6832 1.4674 4.8180
H -2.0432 -1.7236 3.5410
H -1.1052 -0.4696 4.1070
C 2.0718 -2.2396 4.1490
C 0.7188 -2.4606 3.5940
C 0.7628 -4.0386 3.2370
O 2.1268 -4.1806 2.8520
C 2.9488 -3.2816 3.6520
H 1.7058 -2.0646 5.2740
H 2.2348 -1.2286 3.8130
H 0.6928 -1.8126 2.7160
H -0.0722 -2.0696 4.2820
H 0.1318 -4.4426 2.4070
H 0.6938 -4.4546 4.1290
H 3.6658 -2.9246 2.9950
H 3.1858 -3.8166 4.3540
C -2.5052 1.5014 -4.8030
C -3.2912 2.7324 -4.4520
C -2.0792 3.6804 -4.0550
O -1.1562 2.7924 -3.3430
C -1.5102 1.3974 -3.6560
H -2.2532 1.6914 -5.8310
H -3.2392 0.5644 -5.0690
H -3.7852 2.5134 -3.4570
H -3.8792 3.1324 -5.1950
H -2.3822 4.3934 -3.2310
H -1.5692 4.1044 -4.8950
H -1.7442 0.9874 -2.6970
H -0.6372 0.7614 -3.7590
C 1.4318 1.2654 3.2710
C 2.6798 0.4004 2.8500
C 3.8088 1.2174 3.4840
O 3.1898 1.9464 4.5710
C 2.0308 2.4594 4.0350
H 0.9898 0.5624 4.0540
H 0.9528 1.4234 2.3780
H 2.8138 0.1514 1.7540
H 2.5228 -0.5446 3.3200
H 4.3238 1.8374 2.9320
H 4.6198 0.6424 3.9940
H 2.1038 3.1374 3.2050
H 1.3588 3.0914 4.6680
C 0.1698 4.9584 -0.5520
C -0.2772 3.5694 -0.1030
C 0.8278 2.7334 -0.6350
O 1.9848 3.5934 -0.5710
C 1.5548 4.8514 -1.1510
H 0.2998 5.7134 0.2560
H -0.5772 5.4704 -1.1290
H -1.2022 3.0294 -0.6400
H -0.3132 3.4524 0.9620
H 0.5648 2.3304 -1.5650
H 1.1158 1.9084 -0.0780
H 1.6508 4.6944 -2.2210
H 2.2058 5.6964 -0.9060
C 2.7398 -1.7806 -5.1490
C 1.5208 -1.0316 -4.5150
C 2.1168 0.3264 -4.1110
O 3.4988 0.2694 -4.3450
C 3.6628 -0.6296 -5.5590
H 2.6288 -2.3806 -6.1130
H 3.0538 -2.4576 -4.4250
H 1.2278 -1.4906 -3.6010
H 0.6198 -1.0216 -4.9140
H 2.0778 0.2694 -2.8790
H 1.5008 0.9824 -4.4440
H 4.6768 -0.8906 -5.6700
H 3.1758 -0.1556 -6.5600
C -4.9882 -0.4516 -0.4650
C -6.1212 0.6104 -0.2530
C -6.4412 1.3294 -1.6840
O -5.2522 0.7964 -2.3710
C -4.2872 0.2834 -1.5750
H -5.5092 -1.3656 -0.9020
H -4.5372 -0.5546 0.6630
H -5.6932 1.3604 0.5440
H -7.1492 0.2014 0.2050
H -6.5842 2.3234 -1.6470
H -7.2472 0.9094 -2.2450
H -3.8362 1.2254 -1.2150
H -3.5952 -0.4196 -2.1720
*
```

The following is a quantum chemistry calculation of a cluster of 4 separate species, C33H71ClIN4O8P2 in total in a non-equilibrium geometry, from OMol25.

Output
Strongest force on any atom: 1.5 eV/Å
Energy: -96911.344 eV
LUMO: -0.0984 hartree
Frontier orbital gap: 7.69 eV
HOMO: -10.4 eV

```
! RIJCOSX wB97M-V def2-TZVPD def2/J DEFGRID3
* xyz 1 1
C -2.4026 1.1770 5.7979
C -3.9272 1.1540 5.7351
C -4.5257 2.5237 5.3813
C -5.0373 2.6058 3.9279
C -4.0758 3.4211 3.0240
C -4.6359 4.7720 2.5977
C -3.7769 5.4790 1.5443
C -2.5764 6.2519 2.1420
C -1.1955 5.8366 1.6183
C -0.9484 4.3322 1.6491
C 0.5405 3.9461 1.7521
C 0.6548 2.5075 2.2906
C 0.0931 1.5106 1.2589
C -1.0737 0.7757 1.9066
N -1.8261 0.0726 0.8360
C -1.0632 -0.9262 0.0317
C -1.8799 -1.0823 -1.2499
C -3.2977 -1.6240 -0.9984
C -3.3942 -2.7599 0.0144
C -4.8291 -3.2665 0.0376
O -5.7466 -2.2139 0.3244
C 0.3698 -0.4996 -0.3361
C 1.2927 -1.6568 -0.7833
C 0.6641 -2.9992 -1.2047
C 1.5701 -4.1473 -0.7302
I 0.6545 -3.1511 -3.3723
C 1.0861 0.4406 0.7180
P 1.8143 -0.4055 2.2220
O 3.3103 -0.7921 1.6230
Cl 0.8478 -2.2601 2.4082
P 2.3728 1.3562 -0.2122
O 1.7672 2.2189 -1.1979
O 3.2463 2.2543 0.7956
O 3.3965 0.3365 -0.8921
H -1.9488 1.6678 4.9361
H -2.0384 1.6620 6.6958
H -2.0379 0.1524 5.8109
H -4.2453 0.3876 5.0340
H -4.2927 0.8648 6.7166
H -3.8085 3.3102 5.5959
H -5.3797 2.7072 6.0252
H -5.0790 1.5933 3.5362
H -6.0263 3.0456 3.8853
H -3.8488 2.8450 2.1228
H -3.1720 3.5884 3.6011
H -5.6570 4.6234 2.2539
H -4.6901 5.4149 3.4724
H -3.4929 4.7880 0.7558
H -4.4319 6.2233 1.1043
H -2.5813 6.1976 3.2291
H -2.7082 7.2978 1.8890
H -1.1049 6.1935 0.5978
H -0.4216 6.3199 2.2081
H -1.3127 3.9305 0.7022
H -1.5181 3.8441 2.4278
H 1.0090 4.6500 2.4308
H 0.9668 3.9840 0.7555
H -0.0038 2.4753 3.1539
H 1.6537 2.2737 2.6286
H -0.3094 2.0107 0.3831
H -1.7414 1.5342 2.2995
H -0.8123 0.1398 2.7452
H -2.2729 0.7868 0.2557
H -2.6058 -0.4322 1.2686
H -1.0320 -1.8482 0.5929
H -1.9955 -0.0606 -1.6186
H -1.3360 -1.6102 -2.0207
H -3.9395 -0.8005 -0.7039
H -3.7035 -1.9888 -1.9371
H -3.1708 -2.4445 1.0413
H -2.6998 -3.5573 -0.2357
H -4.9448 -4.0412 0.7932
H -5.0749 -3.6619 -0.9372
H -5.7077 -2.0429 1.2787
H 0.2528 0.1518 -1.2024
H 1.8389 -1.2892 -1.6373
H 2.0642 -1.8820 -0.0626
H -0.3160 -3.2090 -0.8006
H 2.5859 -3.9739 -1.0558
H 1.4891 -4.2130 0.3521
H 1.1877 -5.0669 -1.1506
H 3.6362 -1.5728 2.1105
H 3.9608 1.7045 1.1678
H 4.1425 0.1359 -0.2992
C 6.6200 -0.0697 -4.8451
O 7.7116 -0.4153 -5.2544
N 5.8349 -0.8214 -4.0488
C 4.5397 -0.3657 -3.5771
C 6.3094 -2.1372 -3.6527
H 6.1765 0.9098 -5.0950
H 4.5336 -0.3417 -2.4914
H 3.7638 -1.0536 -3.9255
H 4.3250 0.6319 -3.9548
H 7.2517 -2.0475 -3.1110
H 6.4835 -2.7526 -4.5356
H 5.5684 -2.6169 -3.0171
C 10.8977 0.0700 -0.8439
O 11.6232 -0.8988 -0.9392
N 10.0502 0.4950 -1.8027
C 9.2074 1.6568 -1.6213
C 9.9805 -0.2365 -3.0604
H 10.8708 0.6977 0.0659
H 8.1544 1.3729 -1.7099
H 9.4344 2.4074 -2.3810
H 9.3738 2.0918 -0.6374
H 9.6911 -1.2706 -2.8711
H 10.9595 -0.2396 -3.5396
H 9.2556 0.2265 -3.7184
C -4.7515 -5.7002 -3.1924
O -4.3567 -4.5522 -3.0472
N -5.6761 -6.0803 -4.0820
C -6.1041 -7.4620 -4.2085
C -6.2679 -5.0723 -4.9483
H -4.3647 -6.5357 -2.5853
H -5.8992 -7.8235 -5.2172
H -7.1748 -7.5386 -4.0138
H -5.5710 -8.0871 -3.4957
H -5.4911 -4.5916 -5.5430
H -6.7598 -4.3078 -4.3467
H -6.9944 -5.5380 -5.6081
*
```

The following is a quantum chemistry calculation of a cluster of 9 separate species, C33H71N2O25Si in total, from OMol25.

Output
Strongest force on any atom: 0.5 eV/Å
Relative energy (zero: lowest compared OMol25 entry of this formula, charge and spin): 0.0 kJ/mol
Energy: -97414.174 eV
LUMO: -0.1069 hartree
Frontier orbital gap: 9.26 eV
HOMO: -12.2 eV

```
! RIJCOSX wB97M-V def2-TZVPD def2/J DEFGRID3
* xyz 1 1
C 2.7088 -1.1686 -1.0620
Si 2.1712 -0.3036 0.5183
C 3.5008 -0.4832 1.8063
C 0.5805 -1.0793 1.1199
O 1.9420 1.3411 0.2426
C 0.7905 1.7339 -0.4880
C 0.7596 3.2604 -0.6125
C 1.3871 3.9188 -1.8504
C 2.8107 4.4715 -1.6173
N 3.6203 4.4913 -2.8281
C 3.9021 3.1211 -3.2434
C 2.6612 2.1949 -3.1969
N 1.4154 3.0195 -3.0696
H 3.7802 -1.3721 -1.0339
H 2.4766 -0.6461 -1.9916
H 2.2018 -2.1358 -1.1049
H 3.0757 -0.5262 2.8102
H 3.9981 -1.4400 1.6260
H 4.2572 0.3012 1.7720
H -0.0191 -0.3665 1.6906
H 0.8219 -1.9346 1.7515
H -0.0266 -1.4151 0.2765
H -0.1241 1.4072 0.0135
H 0.7885 1.2224 -1.4625
H 1.3264 3.6398 0.2365
H -0.2658 3.6082 -0.4885
H 0.7492 4.7532 -2.1383
H 3.3273 3.8810 -0.8583
H 2.7072 5.4862 -1.2334
H 3.1517 5.0204 -3.5568
H 4.6289 2.7173 -2.5383
H 4.3587 3.1237 -4.2306
H 2.5844 1.6138 -4.1157
H 2.7057 1.5038 -2.3600
H 0.5801 2.4334 -3.1045
H 1.3676 3.6172 -3.8947
C -6.0715 -1.0061 0.2985
O -4.7295 -0.8815 0.7930
C -4.3560 -1.8732 1.6065
O -5.0355 -2.8077 1.9369
O -3.0944 -1.6672 1.9668
C -2.5455 -2.6801 2.8246
H -6.2319 -0.1494 -0.3494
H -6.1811 -1.9266 -0.2713
H -6.7829 -0.9966 1.1211
H -2.5844 -3.6547 2.3424
H -3.0656 -2.7260 3.7793
H -1.5114 -2.3882 2.9795
C -3.5134 -0.1414 -2.6077
O -4.7770 0.1968 -3.1823
C -4.7738 0.2930 -4.5122
O -3.8151 0.1484 -5.2263
O -6.0070 0.5940 -4.9067
C -6.1658 0.7240 -6.3272
H -3.6782 -0.1932 -1.5348
H -3.1744 -1.1083 -2.9762
H -2.7708 0.6226 -2.8366
H -5.9166 -0.2108 -6.8242
H -5.5307 1.5210 -6.7101
H -7.2122 0.9662 -6.4812
C -5.2728 -5.3875 8.7769
O -6.1869 -5.2500 7.6854
C -5.7691 -4.4551 6.7028
O -4.7179 -3.8623 6.6713
O -6.7013 -4.4121 5.7646
C -6.2984 -3.6949 4.5951
H -5.7614 -6.0498 9.4843
H -4.3373 -5.8280 8.4366
H -5.0763 -4.4209 9.2368
H -5.4598 -4.2003 4.1225
H -6.0161 -2.6735 4.8440
H -7.1513 -3.6959 3.9249
C -1.5939 -4.8312 6.8402
O -0.3911 -4.0505 6.7746
C -0.0247 -3.6763 5.5599
O -0.6274 -3.8715 4.5331
O 1.1366 -3.0209 5.6560
C 1.6511 -2.5532 4.4101
H -1.7641 -4.9988 7.8993
H -2.4377 -4.2996 6.4115
H -1.4538 -5.7828 6.3289
H 0.9556 -1.8522 3.9489
H 1.8314 -3.3822 3.7272
H 2.5867 -2.0520 4.6389
C 3.7216 6.4726 5.7535
O 3.6642 5.1082 5.3121
C 3.2582 4.9485 4.0621
O 2.9446 5.8229 3.2938
O 3.2494 3.6412 3.7809
C 2.8260 3.3482 2.4508
H 4.0667 6.4298 6.7810
H 4.4199 7.0397 5.1418
H 2.7355 6.9292 5.7029
H 3.4969 3.8177 1.7301
H 1.8098 3.7097 2.2984
H 2.8575 2.2724 2.3393
C 3.9590 -4.4247 -1.9350
O 3.8293 -4.7184 -0.5403
C 2.6067 -5.1032 -0.1731
O 1.6501 -5.1905 -0.8983
O 2.6274 -5.3694 1.1304
C 1.3770 -5.8229 1.6632
H 4.9948 -4.1327 -2.0760
H 3.7300 -5.3041 -2.5335
H 3.2927 -3.6118 -2.2183
H 1.0708 -6.7529 1.1887
H 0.6049 -5.0677 1.5302
H 1.5499 -5.9883 2.7223
C 3.6257 0.0162 -7.2770
O 4.4740 0.4508 -6.2035
C 5.7616 0.1113 -6.3591
O 6.2128 -0.4987 -7.2867
O 6.4376 0.5723 -5.3085
C 7.8453 0.2800 -5.3443
H 2.6256 0.3539 -7.0195
H 3.9413 0.4620 -8.2176
H 3.6437 -1.0679 -7.3630
H 8.3027 0.7320 -6.2214
H 8.0074 -0.7952 -5.3608
H 8.2556 0.7119 -4.4374
C -5.1637 3.8279 -3.9270
O -4.3357 4.9617 -4.2311
C -3.1415 4.9478 -3.6766
O -2.6707 4.0692 -2.9909
O -2.4989 6.0751 -4.0119
C -1.2029 6.1591 -3.4372
H -6.0779 3.9746 -4.4919
H -4.6719 2.9097 -4.2377
H -5.3833 3.7875 -2.8625
H -0.6146 5.2980 -3.7626
H -1.2648 6.1637 -2.3490
H -0.7477 7.0796 -3.7896
*
```

The following is a quantum chemistry calculation of a structure of composition C33H72F2N6O8PbS2 in a non-equilibrium geometry, from OMol25.

Output
Strongest force on any atom: 10.6 eV/Å
Energy: -93015.902 eV
LUMO: -0.4331 hartree
Frontier orbital gap: 7.52 eV
HOMO: -19.3 eV

```
! RIJCOSX wB97M-V def2-TZVPD def2/J DEFGRID3
* xyz 4 1
Pb -0.4719 4.8623 -2.6743
N 0.2017 1.6410 -2.1931
O 0.3487 0.4383 -2.3965
O -0.6379 2.1071 -1.3866
O 0.8338 2.4956 -2.8228
C -6.0283 2.9014 3.9046
C -4.5787 3.3335 3.5352
C -3.4695 2.8508 4.4579
C -3.3331 1.3036 4.3670
C -2.8273 0.9365 2.9775
C -3.8498 1.3273 1.8571
N -4.3190 2.7361 2.1046
O -4.6923 3.3713 1.0494
C -5.0496 0.3642 1.8121
C -3.0194 1.2871 0.5592
C -4.5000 4.8666 3.4143
H -6.8714 3.5831 3.8001
H -6.0070 2.8878 4.9977
H -6.2671 1.8797 3.6186
H -3.5624 3.1878 5.4899
H -2.5623 3.3666 4.1363
H -4.3182 0.8851 4.5686
H -2.5777 1.0359 5.1053
H -2.7294 -0.1451 2.8662
H -1.8506 1.3485 2.7219
H -4.7658 -0.6121 1.4228
H -6.0062 0.5970 1.3417
H -5.4212 0.3327 2.8371
H -3.5196 1.4746 -0.3913
H -2.5195 0.3205 0.4899
H -2.2303 2.0383 0.5020
H -3.5448 5.1675 2.9856
H -4.6982 5.3306 4.3805
H -5.2284 5.3623 2.7720
C 3.8244 -3.7702 -3.7025
C 3.4564 -2.2691 -3.6113
C 4.5725 -1.2411 -3.7230
N 4.0528 0.1986 -3.8914
C 3.6388 0.8393 -2.5924
C 2.8861 0.4292 -4.9302
C 3.0038 1.9284 -5.3986
C 4.4201 2.3132 -4.9813
C 5.1727 1.0028 -4.6083
H 4.4231 -4.0047 -2.8223
H 4.4715 -3.9049 -4.5697
H 2.9551 -4.4139 -3.8204
H 2.8715 -2.0820 -2.7065
H 2.6770 -2.1235 -4.3622
H 5.2005 -1.5023 -4.5737
H 5.1483 -1.1682 -2.8008
H 2.7756 0.3398 -2.1579
H 3.3615 1.8807 -2.7464
H 4.5185 0.9167 -1.9532
H 1.9222 0.0853 -4.5626
H 3.2729 -0.1749 -5.7508
H 2.2185 2.5328 -4.9500
H 2.9681 1.9442 -6.4867
H 4.3333 3.0502 -4.1838
H 4.9180 2.7899 -5.8249
H 6.0080 1.3276 -3.9903
H 5.4322 0.5173 -5.5466
C 4.3512 -2.3361 5.6095
C 3.3864 -1.2708 5.1370
C 2.6336 -1.6306 3.8504
N 1.8377 -0.4653 3.1960
C 0.8865 0.1203 4.2004
C 1.1130 -1.0334 1.9175
C 1.0941 0.0196 0.8092
C 1.8194 1.1595 1.4834
C 2.7527 0.6174 2.5434
H 4.0116 -2.8338 6.5172
H 5.3579 -1.9541 5.7729
H 4.4955 -3.1541 4.9012
H 3.9840 -0.3918 4.8825
H 2.7400 -0.9150 5.9392
H 1.8636 -2.3665 4.0901
H 3.2876 -2.1316 3.1373
H 0.3696 -0.6201 4.8076
H 0.1814 0.6893 3.5942
H 1.3705 0.8697 4.8252
H 0.1517 -1.3169 2.3478
H 1.5605 -1.9686 1.5835
H 0.0986 0.4552 0.7338
H 1.6199 -0.3570 -0.0650
H 1.1759 1.8344 2.0497
H 2.2643 1.8363 0.7531
H 2.8639 1.2775 3.4025
H 3.7183 0.2010 2.2607
C 1.2682 -5.1510 -0.9562
C 0.6349 -3.7393 -0.9574
C -0.1679 -3.4360 -2.2552
N -1.7095 -3.3557 -2.0522
C -2.1615 -2.1890 -1.2104
C -2.3502 -3.1924 -3.4473
C -2.6417 -4.6174 -3.9569
C -2.4733 -5.5905 -2.8286
C -2.3154 -4.7084 -1.6213
H 0.5666 -5.9713 -1.1101
H 1.8101 -5.3840 -0.0394
H 2.0250 -5.2843 -1.7304
H 1.3256 -2.8968 -0.9005
H 0.0633 -3.6443 -0.0323
H 0.0262 -4.1415 -3.0627
H 0.2092 -2.4793 -2.6173
H -1.7816 -2.4124 -0.2144
H -3.2503 -2.1676 -1.1942
H -1.8147 -1.2749 -1.6906
H -3.2663 -2.6682 -3.1801
H -1.7078 -2.5960 -4.0927
H -3.6209 -4.6311 -4.4354
H -1.9756 -4.9771 -4.7411
H -3.2924 -6.2681 -2.5953
H -1.5242 -6.0981 -2.9987
H -3.3042 -4.5134 -1.2052
H -1.6479 -5.0075 -0.8135
N -1.0723 5.6617 -0.4327
S -2.1336 6.7572 0.2328
O -1.6599 7.9253 0.9157
O -3.4040 6.1785 0.6039
F -2.6472 7.4301 -1.1364
S -0.6438 5.2373 0.9582
O -1.4699 4.3454 1.7211
O 0.3505 6.0858 1.5530
F 0.3368 4.1352 0.2811
*
```